Formula: C4H13N2O5PSSi2
Source: the OMol25 dataset
Level of theory: wB97M-V/def2-TZVPD

Summary:
Gap between HOMO and LUMO (eV): 7.9

Each line ends with the Löwdin charge.
Atoms and positions in Å:
C: -1.2562 3.2116 -2.7245  -0.045
C: -1.8202 1.8247 -2.5264  -0.428
O: -2.7927 1.7710 -1.4988  -0.016
C: -0.7330 0.7691 -2.3274  -0.213
O: -0.8374 0.1569 -1.0405  -0.234
Si: 0.0039 -1.2431 -0.8357  0.482
O: 1.2359 -1.0240 0.2612  -0.288
Si: 0.9061 -0.9541 1.8658  0.129
O: -0.6417 -1.4263 2.2083  -0.155
N: 1.1643 0.7234 2.3844  0.008
C: 0.1554 1.3377 2.6943  -0.894
S: -1.1333 2.0986 3.1096  0.751
P: 2.3631 -2.1442 3.1315  0.691
N: 3.5924 -2.6602 2.0376  -0.230
O: 1.6214 -3.5759 3.5232  -0.357
H: -2.0141 3.8887 -3.0802  0.075
H: -0.4793 3.1483 -3.4744  0.080
H: -0.8604 3.5660 -1.7864  0.088
H: -2.3302 1.5766 -3.4547  0.132
H: -3.5684 2.1894 -1.8621  0.087
H: -0.8393 0.0238 -3.0981  0.100
H: 0.2273 1.2636 -2.3945  0.117
H: 0.6418 -1.5845 -2.1210  0.006
H: -0.8931 -2.3457 -0.4700  0.001
H: -0.7215 -1.5510 3.1547  0.051
H: 4.3848 -2.0565 2.1975  0.016
H: 3.8975 -3.5848 2.3199  0.028
H: 0.7268 -3.3991 3.8067  0.018

Forces on the atoms, in the same order (eV/Å):
0.065 -0.436 0.209
-0.647 0.099 -0.543
0.400 -0.173 0.290
-0.418 0.337 1.010
0.258 -0.376 -0.210
0.292 0.050 -0.651
-1.241 -0.150 0.345
1.039 -0.033 -0.373
0.413 0.070 -0.247
-1.404 -0.033 0.113
1.334 -0.545 -0.285
-0.312 0.345 0.129
0.602 1.009 1.303
-0.436 -0.352 -0.095
0.341 -0.127 -0.769
-0.331 0.343 -0.081
0.335 0.211 -0.178
0.302 0.278 0.295
-0.064 -0.218 -0.347
-0.443 0.195 0.038
0.176 -0.314 -0.364
0.422 -0.022 -0.213
0.103 0.029 0.000
-0.014 0.067 0.308
-0.546 0.019 0.297
0.239 0.153 -0.010
-0.046 -0.230 -0.133
-0.418 -0.196 0.161



Formula: C9H19N2O
Source: the OMol25 dataset
Level of theory: wB97M-V/def2-TZVPD

Summary:
Energy above the lowest of the compared OMol25 structures with the same formula, charge and spin (kcal per mole): 71.07
Total charge: +1
Gap between HOMO and LUMO (eV): 7.7

Each line ends with the Löwdin charge.
Atoms and positions in Å:
C: -3.5547 0.8581 -0.7129  0.038
C: -2.2669 0.8258 -0.4310  -0.150
C: 2.0680 -0.9742 3.0465  -0.291
C: 2.1515 0.4195 2.5882  0.036
C: -1.3227 0.7750 -3.2819  -0.064
C: 0.4522 1.4871 -1.6570  -0.068
C: 2.4187 -2.0655 2.1661  0.022
C: -1.3321 -0.2221 -0.9571  -0.347
C: -0.4393 0.3401 -2.1205  -0.374
N: 0.0078 -1.7083 0.2398  0.079
N: -0.4302 -0.5878 0.0779  -0.041
O: 1.6279 -1.2718 4.2161  0.226
H: -4.1933 1.6367 -0.3352  0.064
H: -4.0243 0.1186 -1.3389  0.070
H: -1.8040 1.5695 0.2001  0.105
H: 3.1020 0.8536 2.9150  0.132
H: 2.1232 0.4773 1.5046  0.094
H: 1.3571 1.0357 3.0091  0.115
H: -1.9482 -0.0414 -3.6327  0.085
H: -0.6957 1.1036 -4.1069  0.086
H: -1.9645 1.6012 -2.9864  0.080
H: 1.1273 1.7663 -2.4605  0.085
H: 1.0445 1.1945 -0.7932  0.051
H: -0.1418 2.3577 -1.3961  0.083
H: 3.2982 -1.8609 1.5615  0.124
H: 2.4828 -3.0190 2.6807  0.114
H: 1.5617 -2.1024 1.4287  0.090
H: -1.8799 -1.0904 -1.3573  0.148
H: 0.1968 -0.4908 -2.4495  0.134
H: -0.3538 -2.4613 -0.3845  0.096
H: 1.3315 -0.5244 4.7674  0.177

Forces on the atoms, in the same order (eV/Å):
-0.066 0.113 0.080
0.045 -0.340 0.046
-0.075 0.048 -0.039
-0.110 0.373 0.107
0.194 -0.089 0.089
-0.008 -0.237 -0.077
-0.273 -0.400 0.117
-0.394 0.090 -1.223
-0.190 0.009 0.092
0.374 -1.230 0.198
0.625 0.719 1.052
0.123 -0.161 -0.267
-0.103 0.192 0.082
-0.055 -0.230 -0.130
-0.022 0.171 0.091
0.094 -0.127 0.072
-0.044 -0.089 -0.059
-0.053 -0.016 0.034
-0.110 -0.086 -0.076
0.020 0.036 -0.113
-0.049 0.062 -0.029
0.083 0.092 -0.077
0.112 0.089 0.054
-0.058 0.152 0.051
0.081 0.188 0.009
0.035 -0.018 0.040
0.131 0.162 0.267
0.031 0.021 0.106
-0.056 0.003 0.061
-0.363 0.413 -0.325
0.081 0.090 -0.233



Number 1: LUMO level 0.168 eV, E_tot -1964.6480 Ha. Number 2: LUMO level -4.643 eV, E_tot -538.7360 Ha.